Below is 3 unconnected molecules or ions with the total composition C5H13NS at a distorted geometry, with properties calculated with ωB97M-V/def2-TZVPD.

The geometry in XYZ format:
```
20
Properties=species:S:1:pos:R:3
H 1.5272 -1.0397 -1.4875
H 3.1506 -1.8711 -1.5107
H 2.6751 -2.5620 0.9179
H 3.0918 -0.8693 0.6785
H -1.8694 -0.5687 0.6406
S 0.7686 -1.2487 1.3273
H -3.2297 0.1437 -0.2774
C 2.1690 -1.7939 -1.0352
H -1.7700 3.4669 0.2918
H -0.1263 0.3182 2.0818
H 0.2836 0.7092 0.4285
N -0.0877 1.4525 -0.1869
C -1.4946 1.3966 -0.0820
C -2.1462 0.0653 -0.2060
C -2.2262 2.5079 0.0856
H 0.3192 2.3493 0.0431
H 1.7243 -2.7790 -1.2152
C 2.3295 -1.6257 0.4726
H -3.3037 2.4149 0.1254
H -1.7851 -0.4665 -1.0921
```

Total energy: -17717.4023 eV
Relative energy (zero: lowest compared OMol25 entry of this formula, charge and spin): 371.3 kJ/mol
LUMO energy: -1.6 eV
HOMO-LUMO gap: 6.57 eV
Total charge: 0